Entry from the Open Molecules 2025 dataset: an isolated molecule of C4H5Cl3 in a non-equilibrium geometry (ωB97M-V/def2-TZVPD).

Last column: natural (NBO) charge in e.
Geometry (Å):
Cl: 2.706 -0.440 -0.791  0.033
Cl: -2.372 -0.116 -1.004  -0.027
Cl: 0.338 2.378 -0.806  -0.026
C: 1.070 -0.843 -0.592  -0.202
C: 0.096 -0.151 -0.023  -0.056
C: -1.277 -0.761 0.164  -0.405
C: 0.377 1.244 0.546  -0.432
H: 1.417 1.243 0.998  0.235
H: -0.288 1.502 1.409  0.226
H: -1.687 -0.446 1.089  0.220
H: 0.840 -1.802 -1.077  0.214
H: -1.220 -1.808 0.087  0.220

Calculated values
- relative energy (zero: lowest compared OMol25 entry of this formula, charge and spin) (kcal per mole) = 4.70
- total charge = 0
- HOMO-LUMO gap (eV) = 10.44
- SMILES = ClC=C(CCl)CCl
- LUMO (eV) = 0.735

***

Entry from the Open Molecules 2025 dataset: a cluster of 2 separate species, C4H5Cl3IN2 in total in a non-equilibrium geometry (ωB97M-V/def2-TZVPD).

Last column: natural (NBO) charge in e.
Geometry (Å):
I: -1.564 0.603 1.141  0.342
Cl: 3.073 -3.190 1.498  0.114
Cl: -4.179 0.121 -3.329  -0.004
Cl: -1.456 1.148 -3.517  -0.022
N: 0.720 -1.548 1.274  -0.544
N: 1.635 0.725 1.427  -0.518
C: 2.175 -1.617 1.425  0.115
C: 0.466 -0.129 1.294  0.274
C: -3.007 1.270 -2.677  -0.400
C: 2.778 -0.198 1.545  -0.065
H: 3.876 0.076 1.696  0.300
H: -3.397 2.281 -2.797  0.230
H: 1.663 1.754 1.444  0.485
H: 0.071 -2.355 1.197  0.497
H: -2.853 1.056 -1.620  0.195

Calculated values
- total charge = +1
- HOMO-LUMO gap (eV) = 8.69
- LUMO (eV) = -4.599